Entry 1:
C2BrClFIO as an isolated structure at a distorted geometry. Source: OMol25; level of theory: ωB97M-V/def2-TZVPD.

Summary:
Net charge ... 0
Gap between HOMO and LUMO (spin up / spin down) ... 7.777 / 7.603 eV
Energy relative to the best compared isomer or geometry (same formula, charge and spin) ... 289.8 kJ/mol

Last column: natural (NBO) charge in e.
Geometry (Å):
C  1.384  0.694  0.198  0.55
C  -0.822  -0.540  -0.430  0.00
O  2.183  0.804  -0.611  -0.45
F  -0.605  -0.919  -1.709  -0.36
Cl  1.099  1.136  1.891  -0.01
Br  -0.810  -1.967  0.924  0.06
I  -2.429  0.791  -0.262  0.21

Entry 2:
C2BrClFIO as an isolated structure at a distorted geometry. Source: OMol25; level of theory: ωB97M-V/def2-TZVPD.

Summary:
Net charge ... 0
Gap between HOMO and LUMO (spin up / spin down) ... 7.832 / 7.828 eV
Energy relative to the best compared isomer or geometry (same formula, charge and spin) ... 291.1 kJ/mol

Last column: natural (NBO) charge in e.
Geometry (Å):
C  1.302  0.346  0.516  0.49
C  -0.742  -0.117  -0.617  -0.09
O  2.173  0.565  -0.240  -0.43
F  -0.589  -0.109  -1.983  -0.36
Cl  0.950  0.049  2.010  0.21
Br  -0.856  -1.900  0.106  0.03
I  -2.238  1.166  0.208  0.15

Entry 3:
An isolated ion of composition C2BrO2S and charge -1 at a distorted geometry. Source: OMol25; level of theory: ωB97M-V/def2-TZVPD.

Summary:
Net charge ... -1
Gap between HOMO and LUMO (spin up / spin down) ... 6.718 / 6.465 eV
Energy relative to the best compared isomer or geometry (same formula, charge and spin) ... 374.7 kJ/mol

Last column: natural (NBO) charge in e.
Geometry (Å):
C  -0.063  -0.368  0.641  -0.24
C  1.655  0.177  0.686  -0.38
O  -0.609  -0.792  -0.622  -0.70
O  -1.905  1.458  -0.211  -0.95
S  -1.693  0.090  0.278  1.37
Br  2.614  -0.565  -0.773  -0.10

Entry 4:
C2BrO2S as an isolated structure at a distorted geometry. Source: OMol25; level of theory: ωB97M-V/def2-TZVPD.

Summary:
Net charge ... -1
Gap between HOMO and LUMO (spin up / spin down) ... 7.436 / 7.435 eV
Energy relative to the best compared isomer or geometry (same formula, charge and spin) ... 84.8 kJ/mol

Last column: natural (NBO) charge in e.
Geometry (Å):
C  0.224  -0.151  1.587  0.36
C  -0.385  0.636  -1.300  -0.51
O  1.313  0.189  1.753  -0.52
O  1.332  -1.080  -0.677  -1.01
S  -0.102  -0.754  -0.459  0.92
Br  -2.382  1.160  -0.903  -0.24

Entry 5:
An isolated ion of composition C2BrO2S and charge -1 at a distorted geometry. Source: OMol25; level of theory: ωB97M-V/def2-TZVPD.

Summary:
Net charge ... -1
Gap between HOMO and LUMO ... 7.220 eV
Energy relative to the best compared isomer or geometry (same formula, charge and spin) ... 27.5 kJ/mol

Last column: natural (NBO) charge in e.
Geometry (Å):
C  0.530  0.516  -0.040  -0.28
C  1.735  0.311  -0.105  -0.32
O  -1.951  0.759  1.001  -1.02
O  -1.031  -1.254  0.035  -1.02
S  -1.349  0.153  -0.219  1.56
Br  3.536  -0.069  -0.015  0.08

Entry 6:
A 2-piece molecular cluster, C2BrO4 overall at a distorted geometry. Source: OMol25; level of theory: ωB97M-V/def2-TZVPD.

Summary:
Net charge ... -1
Gap between HOMO and LUMO ... 8.295 eV
Energy relative to the best compared isomer or geometry (same formula, charge and spin) ... 9.6 kJ/mol

Last column: natural (NBO) charge in e.
Geometry (Å):
C  -1.179  -1.924  -0.575  1.05
C  0.950  1.789  0.744  0.98
O  -2.113  -1.433  -1.107  -0.55
O  -0.365  -2.539  -0.033  -0.53
O  2.012  2.287  0.645  -0.61
O  -0.058  1.592  1.380  -0.63
Br  0.752  0.227  -1.055  -0.71

Entry 7:
One molecule with the formula C2Cl2F2 at a distorted geometry. Source: OMol25; level of theory: ωB97M-V/def2-TZVPD.

Summary:
Net charge ... 0
Structure (SMILES) ... FC(F)=C(Cl)Cl
Gap between HOMO and LUMO ... 10.437 eV
Energy relative to the best compared isomer or geometry (same formula, charge and spin) ... 7.4 kJ/mol

Last column: natural (NBO) charge in e.
Geometry (Å):
F  -2.099  -0.200  0.054  -0.29
C  -0.826  -0.597  -0.022  0.70
F  -0.736  -1.920  -0.053  -0.29
C  0.230  0.160  0.049  -0.27
Cl  -0.082  1.838  -0.026  0.07
Cl  1.793  -0.562  0.015  0.08